[1]
C3H7N3O3 | ωB97M-V/def2-TZVPD

As for the HOMO energy: -10.6 eV. Its multiplicity is 1. The relative energy (zero: lowest compared OMol25 entry of this formula, charge and spin) comes out at 800.2 kJ/mol.

Cartesian coordinates (Å):
O (2.6160, 0.2436, 1.1357)
O (-2.1574, -0.4260, -1.9826)
O (-2.4368, -0.0736, 0.5156)
N (1.1703, 2.0752, 0.8318)
N (-0.4828, -0.0008, -0.6304)
N (-1.7547, -0.1530, -0.6900)
C (1.5514, 0.6485, 0.7935)
C (0.4931, -0.4292, 0.3479)
C (0.9533, -1.8439, -0.0957)
H (1.2683, -2.4879, 0.7904)
H (2.1830, 2.6486, 0.7658)
H (0.4987, 2.6496, 0.3640)
H (-0.4093, 0.0364, -1.7198)
H (0.0454, -2.4591, -0.9425)
H (1.8663, -1.7019, -0.7291)
H (-0.1422, -0.3404, 1.2677)

---

[2]
C5H5F6NO | ωB97M-V/def2-TZVPD

Its SMILES is FC(F)=NC(F)(F)F.C=C(F)OC. As for the HOMO energy: -9.4 eV. Its multiplicity is 1. The relative energy (zero: lowest compared OMol25 entry of this formula, charge and spin) comes out at 221.4 kJ/mol.

Cartesian coordinates (Å):
F (-1.7295, 0.7501, 0.8055)
F (-0.4221, 2.2270, 1.3655)
F (-1.7343, 0.9700, -2.3751)
F (-2.0885, 2.6812, 0.0008)
F (-0.6626, -1.7653, 1.0487)
F (0.3074, 1.2010, -2.8599)
O (1.0490, -0.5917, 0.1624)
N (-0.2360, 1.5508, -0.8065)
C (0.4320, -2.7540, -0.7137)
C (-0.6129, 1.2650, -1.9110)
C (1.3197, -0.0030, 1.4851)
C (-1.0385, 1.7914, 0.2574)
C (0.2551, -1.7235, 0.0850)
H (1.3406, 1.1520, 1.3844)
H (-0.3508, -3.5801, -0.7643)
H (2.2375, -0.2202, 1.9231)
H (1.3887, -2.7980, -1.2893)
H (0.5449, -0.1525, 2.2019)

---

[3]
C6H11N2 | ωB97M-V/def2-TZVPD

As for the HOMO energy (spin up / spin down): -11.0 / -12.3 eV. Its multiplicity is 1. The total charge is +1. The relative energy (zero: lowest compared OMol25 entry of this formula, charge and spin) comes out at 603.7 kJ/mol.

Cartesian coordinates (Å):
N (1.8724, 1.6839, -0.4981)
N (3.0633, -0.3067, -0.0011)
C (-1.4562, -0.3318, 0.5358)
C (-0.2180, -0.8330, 0.1700)
C (3.9496, -1.1854, 0.2284)
C (-3.8069, 0.2674, -0.0758)
C (-2.3920, 0.0559, -0.4258)
C (2.1858, 0.5401, -0.0168)
H (-1.8730, -0.3560, 1.5891)
H (4.7339, -0.9217, 1.0599)
H (-1.9341, 0.2683, -1.3621)
H (2.3019, 2.0512, -1.3320)
H (4.0532, -2.0197, -0.3046)
H (-3.5092, 0.5890, 1.0339)
H (0.1237, -1.0098, -0.8633)
H (-4.5046, -0.6399, -0.1276)
H (-4.3111, 1.0615, -0.6873)
H (1.3515, 2.3059, 0.1119)
H (0.3698, -1.2192, 0.9658)

---

[4]
C3H5NO2 | ωB97M-V/def2-TZVPD

As for the HOMO energy: -9.1 eV. Its multiplicity is 1. The relative energy (zero: lowest compared OMol25 entry of this formula, charge and spin) comes out at 336.1 kJ/mol.

Cartesian coordinates (Å):
O (-1.0727, -1.2879, 0.6709)
O (1.1997, -1.4213, 0.6207)
N (0.1756, 0.6130, 0.3153)
C (-0.9503, 1.4201, -0.1209)
C (-0.0413, -0.6991, 0.5378)
C (1.3887, -1.7052, -0.6451)
H (-1.8325, 1.1140, 0.4446)
H (1.0887, 0.8557, -0.0462)
H (-0.7371, 2.4696, 0.0859)
H (2.2512, -2.3875, -0.6875)
H (-1.1487, 1.2883, -1.1920)

---

[5]
C20H21BN8S6Yb | ωB97M-V/def2-TZVPD

As for the HOMO energy (spin up / spin down): -10.0 / -10.0 eV. Its multiplicity is 2. The total charge is +1.

Cartesian coordinates (Å):
Yb (-1.7672, 0.3544, -0.7280)
S (-2.1669, 3.1463, -0.6439)
S (4.0329, 2.0464, 0.8704)
S (-0.8323, 0.6818, -3.4382)
S (-4.1150, -1.0047, -0.1507)
S (-0.1114, -1.7492, 0.7932)
S (1.9730, 0.2196, -0.1427)
N (-1.9576, -1.7875, -2.7001)
N (-5.1003, 1.2482, -1.3156)
N (0.2565, -1.8262, -2.9337)
N (-3.9488, -0.0453, -2.7172)
N (3.4916, -0.5950, 1.6680)
N (-1.6427, 1.4830, 1.3467)
N (-1.1072, 3.7510, 1.6772)
N (2.5401, -1.5873, 1.6204)
C (6.9382, -0.1674, 3.0390)
C (-5.0355, 1.8909, -2.5664)
C (4.7301, -0.8488, 2.3721)
C (-1.5062, -3.0823, -2.4027)
C (7.1707, -1.4446, 3.5411)
C (3.3346, 0.5290, 0.8799)
C (-4.3856, 0.0337, -1.4058)
C (-5.5895, 1.6572, -0.0087)
C (-0.8537, -0.9545, -3.0000)
C (-0.7701, 3.5104, 3.0189)
C (-1.5788, 2.7457, 0.9000)
C (-0.8363, 2.2271, 3.4845)
C (1.5922, -1.4852, -3.4599)
C (4.8980, -2.1253, 2.9825)
C (5.7384, 0.1252, 2.4326)
C (6.1658, -2.4259, 3.4721)
C (-1.2176, 1.1942, 2.5845)
C (1.4665, -1.1485, 0.8744)
C (-4.3085, 1.1176, -3.3958)
C (-0.1618, -3.0820, -2.5602)
B (-3.3842, -1.4136, -3.2408)
H (-5.4936, 2.8720, -2.7695)
H (-6.4796, 1.0435, 0.2537)
H (1.6849, -1.9108, -4.4758)
H (7.6170, 0.6672, 3.2019)
H (-4.1214, -2.3620, -2.9673)
H (-4.8584, 1.5114, 0.7953)
H (2.2954, -1.8562, -2.7063)
H (4.1044, -2.8873, 3.0050)
H (8.1420, -1.6841, 3.9631)
H (-0.5357, 4.3867, 3.5978)
H (-1.1399, 4.6778, 1.2656)
H (-5.9218, 2.6797, -0.0402)
H (6.4206, -3.4374, 3.8496)
H (5.5259, 1.0957, 1.8935)
H (-3.4638, -1.3898, -4.4360)
H (-4.0065, 1.2763, -4.4071)
H (0.5634, -3.8786, -2.5074)
H (-1.1548, 0.1508, 2.8544)
H (1.6689, -0.3765, -3.5133)
H (-0.5459, 2.0584, 4.5263)
H (-2.2526, -3.8250, -2.1303)

---

[6]
C4H13N2 | ωB97M-V/def2-TZVPD

As for the HOMO energy: -15.1 eV. Its multiplicity is 1. The total charge is +1. The relative energy (zero: lowest compared OMol25 entry of this formula, charge and spin) comes out at 558.0 kJ/mol.

Cartesian coordinates (Å):
N (-2.7984, -0.9262, 0.4328)
N (0.6090, 0.3502, 0.4662)
C (-1.0585, 1.0969, -0.9598)
C (-1.4012, -0.9639, 0.5579)
C (4.6718, -0.0230, -0.7168)
C (-0.7559, 0.5367, 0.4106)
H (-0.9926, -1.3535, 1.4898)
H (-0.3249, 0.5410, -1.5648)
H (4.6467, -1.0920, -0.9516)
H (-0.8831, -1.5038, -0.2416)
H (-1.1491, 1.1238, 1.2458)
H (0.9723, 0.8237, 1.3162)
H (-0.8014, 2.1467, -1.0466)
H (4.5640, 0.5171, -1.6526)
H (-3.3332, -1.7079, 0.0763)
H (3.8709, 0.2447, -0.0318)
H (5.6369, 0.2281, -0.2692)
H (-3.2593, -0.6088, 1.2795)
H (-2.0091, 0.7786, -1.3991)